Entry 1:
The following is a quantum chemistry calculation of a molecular structure, C3H2N2S2 at a distorted geometry, from the Open Molecules 2025 dataset.

Last column: natural (NBO) charge in e.
Cartesian coordinates (Å):
C  0.94408  -0.44671  -0.22103  -0.34
C  0.91693  0.16059  1.00905  -0.09
C  -0.31193  -0.27287  -0.68358  -0.12
N  -1.01534  0.29903  0.27527  -0.28
N  -0.38622  0.70808  1.24527  -0.26
S  -1.09519  -0.43896  -2.18449  0.24
S  -2.50798  0.53140  -0.44897  0.37
H  1.78787  -0.80186  -0.83616  0.24
H  1.66779  0.26130  1.84463  0.23

## Properties
Energy relative to the best compared isomer or geometry (same formula, charge and spin): 2.878 eV
F_max: 6.8 eV Å⁻¹
E_HOMO: -8.5 eV
M: 130.2 u
Frontier orbital gap: 0.2252 hartree


Entry 2:
The following is a quantum chemistry calculation of 6 unconnected molecules or ions with the total composition H12O6 at a distorted geometry, from the Open Molecules 2025 dataset.

Last column: natural (NBO) charge in e.
Cartesian coordinates (Å):
O  -0.40151  -0.26276  -0.82062  -0.94
H  0.48582  0.07712  -1.22460  0.47
H  -0.19453  -1.18993  -0.81669  0.47
O  -2.47939  -0.49519  2.30293  -0.94
H  -1.62137  -1.00663  2.26831  0.47
H  -2.16788  0.36921  2.06139  0.47
O  1.98369  2.10318  0.04109  -0.96
H  1.28859  2.43578  -0.62874  0.49
H  2.30043  2.79013  0.60254  0.47
O  -2.13994  -2.92114  -1.07835  -0.93
H  -2.52780  -2.75540  -1.89379  0.47
H  -2.34148  -3.84869  -0.87726  0.47
O  4.29643  -1.58218  0.32989  -0.93
H  4.67060  -2.46101  0.73796  0.46
H  5.16316  -1.21297  0.04102  0.46
O  -1.43483  3.17800  -0.55358  -0.94
H  -1.78398  4.03398  -0.80824  0.46
H  -1.86715  2.60901  -1.23285  0.47

## Properties
Energy relative to the best compared isomer or geometry (same formula, charge and spin): 2.231 eV
F_max: 3.6 eV Å⁻¹
E_HOMO: -10.7 eV
M: 108.1 u
SMILES: O.O.O.O.O.O
Frontier orbital gap: 0.4192 hartree


Entry 3:
The following is a quantum chemistry calculation of a molecular structure, C27H27Cl2N6O7SSm at a distorted geometry, from the Open Molecules 2025 dataset.

Last column: Löwdin spin population.
Cartesian coordinates (Å):
Sm  0.80151  -0.04502  0.23756  5.06
Cl  2.43304  6.38989  -2.40034  0.00
C  1.49655  5.11297  -1.69319  0.00
C  2.01907  3.83294  -1.67278  0.00
C  1.31078  2.77219  -1.12928  0.00
N  1.82341  1.44591  -1.19163  -0.01
C  3.11653  1.22286  -0.89331  0.00
O  3.95376  1.98958  -0.41118  0.00
C  3.56187  -0.19696  -1.21243  0.00
C  4.87824  -0.41496  -1.57910  0.00
C  5.27927  -1.70494  -1.88020  0.00
C  4.35362  -2.73389  -1.78615  0.00
C  3.06630  -2.42645  -1.39397  0.00
N  2.66756  -1.18950  -1.11441  0.00
C  0.03407  2.99284  -0.56931  0.00
C  -0.48005  4.29266  -0.59849  0.00
C  0.24060  5.33862  -1.15128  0.00
Cl  -0.46291  6.92436  -1.14311  0.00
N  -0.60461  1.87890  0.02210  -0.01
C  -1.81719  1.97516  0.58741  0.00
O  -2.59937  2.92219  0.63148  0.00
C  -2.25639  0.69975  1.29260  0.00
C  -3.30480  0.78382  2.19739  0.00
C  -3.69045  -0.35005  2.88771  0.00
C  -3.02335  -1.54176  2.63949  0.00
C  -2.00016  -1.53790  1.71659  0.00
N  -1.61698  -0.44797  1.03953  -0.01
H  2.99954  3.65450  -2.09328  0.00
H  5.55178  0.43122  -1.61321  0.00
H  6.29996  -1.90815  -2.17978  0.00
H  4.62148  -3.75790  -2.00936  0.00
H  2.31667  -3.20277  -1.30472  0.00
H  -1.45215  4.48598  -0.17916  0.00
H  -3.78128  1.74633  2.33202  0.00
H  -4.48828  -0.30541  3.61957  0.00
H  -3.25616  -2.45115  3.17661  0.00
H  -1.42997  -2.43929  1.52941  0.00
O  4.57602  0.48469  3.09907  0.00
C  3.52047  0.53106  2.29305  0.00
O  3.23271  -0.34440  1.51040  0.00
C  2.71284  1.79730  2.41735  0.00
O  1.33721  1.52474  2.20234  0.00
C  0.68023  0.89795  3.32377  0.00
C  0.49229  -0.63383  3.22278  0.00
O  0.02305  -1.17896  4.20272  0.00
O  0.81282  -1.17898  2.09387  -0.01
H  5.06272  -0.32794  2.90839  0.00
H  3.04595  2.43683  1.60486  0.00
H  2.88492  2.29126  3.36962  0.00
H  -0.30970  1.33956  3.39294  0.00
H  1.20646  1.09821  4.25361  0.00
C  -0.95382  -3.94025  -1.18910  0.00
N  -2.12718  -3.06906  -1.27068  0.00
C  -3.25798  -3.51846  -0.45213  0.00
C  -2.03780  -1.81007  -1.77373  0.00
S  -0.54646  -1.09851  -2.19683  0.00
N  -3.18643  -1.12092  -1.97555  0.00
C  -4.40609  -1.73708  -2.50111  0.00
C  -3.13995  0.32390  -2.23094  0.00
H  -1.29650  -4.93952  -0.92740  0.00
H  -0.25293  -3.59800  -0.43165  0.00
H  -0.43328  -3.97485  -2.13880  0.00
H  -2.86954  -4.01066  0.43942  0.00
H  -3.89177  -4.23325  -0.97923  0.00
H  -3.85615  -2.67270  -0.12858  0.00
H  -4.30266  -2.80780  -2.60688  0.00
H  -4.60018  -1.32436  -3.49423  0.00
H  -5.26553  -1.51623  -1.86574  0.00
H  -2.42969  0.80807  -1.57532  0.00
H  -4.13502  0.72877  -2.04260  0.00
H  -2.85054  0.53491  -3.26348  0.00

## Properties
Energy relative to the best compared isomer or geometry (same formula, charge and spin): 0.000 eV
Multiplicity: 6
F_max: 1.5 eV Å⁻¹
E_HOMO (spin up / spin down): -7.3 / -7.3 eV
M: 800.9 u
Frontier orbital gap (spin up / spin down): 0.2713 / 0.2730 hartree


Entry 4:
The following is a quantum chemistry calculation of 2 unconnected molecules or ions with the total composition C18H19F7N, from the Open Molecules 2025 dataset.

Last column: natural (NBO) charge in e.
Cartesian coordinates (Å):
C  -0.61284  1.89058  -1.11879  -0.62
C  -1.99068  1.21556  -0.95099  -0.40
C  -1.99288  0.11985  0.12870  -0.41
C  -2.08991  0.77347  1.50196  -0.21
N  -1.77445  -0.14346  2.63297  -0.25
C  -2.67853  -0.33865  3.60824  0.10
C  -2.40674  -1.17849  4.66604  -0.21
C  -1.16656  -1.81376  4.72636  -0.06
C  -0.23157  -1.57366  3.72148  -0.12
C  1.10587  -2.29456  3.72674  0.64
F  1.13900  -3.15079  4.76839  -0.30
F  1.19497  -3.01982  2.58300  -0.30
C  2.36184  -1.35654  3.84747  0.56
F  2.58732  -1.13501  5.15466  -0.28
F  2.09150  -0.16118  3.26004  -0.31
C  3.65976  -1.91053  3.19678  0.93
F  4.67038  -1.09279  3.49981  -0.28
F  3.52613  -1.96414  1.85967  -0.30
F  3.91172  -3.13744  3.66984  -0.29
C  -0.57584  -0.73539  2.67698  0.13
H  0.09790  1.53276  -0.36767  0.19
H  -0.19851  1.70123  -2.10753  0.24
H  -0.68840  2.97049  -0.98479  0.22
H  -2.73360  1.97208  -0.68233  0.21
H  -2.33324  0.78088  -1.88871  0.23
H  -1.06907  -0.45649  0.04347  0.21
H  -2.83459  -0.55981  -0.01350  0.23
H  -3.10303  1.13423  1.67340  0.23
H  -1.41056  1.62451  1.58166  0.23
H  -3.61733  0.18685  3.50699  0.25
H  -3.15868  -1.33404  5.42714  0.27
H  -0.93967  -2.47565  5.55137  0.27
H  0.09803  -0.53121  1.85925  0.26
C  1.17135  -0.14917  -5.70157  -0.21
C  0.16796  0.48871  -4.98569  -0.22
C  -0.07052  1.84245  -5.17746  -0.23
C  0.69232  2.56037  -6.08772  -0.20
C  1.69461  1.92236  -6.80483  -0.21
C  1.93424  0.56876  -6.61175  -0.20
H  1.35574  -1.20547  -5.55479  0.21
H  -0.43360  -0.07407  -4.28151  0.20
H  -0.85664  2.33956  -4.62176  0.21
H  0.50402  3.61495  -6.24062  0.22
H  2.28791  2.48008  -7.51732  0.22
H  2.71484  0.07243  -7.17310  0.22

## Properties
F_max: 0.7 eV Å⁻¹
E_HOMO: -11.1 eV
M: 382.3 u
Total charge: +1
Frontier orbital gap: 0.2382 hartree


Entry 5:
The following is a quantum chemistry calculation of 2 unconnected molecules or ions with the total composition C4H8O2 at a distorted geometry, from the Open Molecules 2025 dataset.

Last column: natural (NBO) charge in e.
Cartesian coordinates (Å):
C  -2.34526  1.37982  -0.37182  -0.43
C  -1.31314  0.63517  -0.08362  -0.12
C  -0.75477  -0.59230  -0.08137  0.14
O  -0.92262  -1.48231  0.96401  -0.70
H  -2.33620  2.45140  -0.22039  0.20
H  -3.29176  0.97293  -0.71172  0.20
H  -0.53856  -1.10883  -1.01073  0.20
H  -1.30454  -0.99885  1.70857  0.49
C  2.37842  0.12923  -0.23446  -0.23
O  1.51180  -0.69668  0.70970  -0.81
H  1.81609  0.75587  -0.92585  0.18
H  3.01796  0.75730  0.37822  0.19
H  2.95310  -0.61905  -0.78573  0.18
H  1.12948  -1.58370  0.66520  0.51

## Properties
Energy relative to the best compared isomer or geometry (same formula, charge and spin): 4.721 eV
F_max: 3.3 eV Å⁻¹
E_HOMO: -8.4 eV
M: 88.1 u
SMILES: C=C=CO.CO
Frontier orbital gap: 0.3391 hartree